[1]
ORCA calculation (ωB97M-V/def2-TZVPD) on a molecular structure, C21H20N8O2ReS2 in a non-equilibrium geometry.

```
54
Properties=species:S:1:pos:R:3:forces:R:3
Re -0.169516 -0.190372 0.333793 0.279 -0.449 1.098
S 0.257735 0.148406 2.764744 -0.076 0.003 -0.552
S 2.238860 0.335866 -0.140353 0.077 0.008 -0.097
O 0.524433 -2.064251 0.787291 0.025 -0.009 0.090
O -0.514267 1.710516 -0.308173 -0.147 0.200 -0.319
N -3.196747 0.500257 2.727941 -0.113 -0.141 0.022
N 1.193539 -2.259045 1.956122 0.002 -0.026 -0.031
N -0.655688 -0.604744 -1.635706 0.064 0.040 -0.476
N -1.877009 1.408056 -5.504145 -0.001 -0.009 0.045
N -1.132372 -0.139116 -4.006832 -0.075 0.053 0.115
N 2.136391 -1.843070 -1.684353 -0.130 0.006 0.020
N -1.583117 2.064626 -3.307508 0.071 -0.086 -0.043
N -1.898427 -0.171392 0.972740 -0.249 0.141 -0.256
C 1.188105 -1.358849 2.956423 0.076 -0.228 -0.058
C 2.583510 -3.728817 3.172191 -0.050 0.093 -0.013
C -2.597544 2.099916 0.893057 0.163 -0.115 0.052
C -3.616864 3.013537 1.171768 -0.051 0.122 -0.036
C -1.561652 3.784929 -0.497690 -0.045 0.016 0.068
C -3.630666 4.282124 0.630341 0.071 -0.078 0.006
C -2.583227 4.662917 -0.207822 -0.018 -0.007 0.001
C -1.537038 2.482930 0.034432 0.029 0.069 0.150
C 2.597868 -2.827969 4.229659 -0.014 -0.021 -0.065
C 2.886483 -0.817163 -1.230389 -0.011 0.132 0.082
C -1.133101 -0.370899 3.773471 -0.049 0.008 -0.010
C 1.901227 -1.638319 4.109543 0.006 -0.038 -0.071
C -2.457204 -0.137650 3.683847 0.031 0.083 0.030
C -2.607525 0.746902 1.477947 0.025 0.166 -0.084
C 4.224679 -0.773747 -1.678919 -0.085 -0.017 -0.001
C 1.873411 -3.415457 2.036907 -0.056 0.171 0.143
C 3.849826 -2.753932 -3.009283 -0.037 0.059 0.063
C 4.690238 -1.719595 -2.548854 -0.034 -0.069 -0.030
C 2.568863 -2.785158 -2.552599 0.088 0.013 -0.042
C -1.527019 1.108027 -4.243420 -0.041 0.195 -0.134
C -0.879120 -0.387167 -2.753236 0.072 -0.169 0.285
H -2.559481 5.661192 -0.624096 -0.010 0.036 -0.010
H -3.039031 -0.487064 4.530190 0.004 0.024 0.001
H 1.796975 -4.037868 1.159920 -0.005 -0.028 -0.023
H -1.199376 1.897258 -2.381792 -0.014 -0.020 0.056
H 5.714643 -1.671079 -2.890767 0.032 -0.003 -0.025
H -1.911175 0.657818 -6.171659 -0.018 0.003 0.022
H -4.430252 2.720743 1.824306 -0.018 -0.015 0.032
H -4.077514 0.907774 2.992751 0.010 -0.093 -0.023
H -1.859117 3.006174 -3.524072 -0.025 -0.038 -0.034
H -4.429180 4.969731 0.864632 -0.038 0.026 0.003
H 4.852040 0.028692 -1.322764 0.017 0.028 0.006
H 1.173068 -1.868727 -1.349844 0.066 0.027 -0.039
H -0.798096 -0.890634 4.658532 0.039 0.032 0.051
H 4.197275 -3.501923 -3.702272 0.030 -0.039 -0.033
H -2.274582 2.296247 -5.749231 0.034 -0.013 0.005
H -0.725318 4.087289 -1.115506 0.040 0.011 -0.020
H 3.119528 -4.664327 3.209033 0.027 -0.025 0.038
H 1.841062 -3.529158 -2.838540 -0.008 -0.026 -0.020
H 1.899315 -0.899310 4.897605 0.011 0.011 0.032
H 3.152154 -3.045122 5.130644 0.026 -0.011 0.027
```
Positions in Å, forces in eV/Å.

Output
Net charge ... +1
Kohn-Sham gap (spin up / spin down) ... 0.2109 / 0.2110 hartree
E_LUMO (spin up / spin down) ... -3.145 / -3.145 eV



[2]
ORCA calculation (ωB97M-V/def2-TZVPD) on a molecular structure, C35H52AsO2P3Sc in a non-equilibrium geometry.

```
94
Properties=species:S:1:pos:R:3:forces:R:3
As -1.088498 0.836925 2.626190 -0.713 0.383 -0.043
Sc 0.375010 -0.064804 -0.613439 -0.679 -0.280 1.504
P 2.128045 -2.051034 -2.405257 2.177 -0.461 -1.811
P -1.000954 -2.344307 -0.535896 -1.117 -0.732 0.196
P 2.212917 -1.443790 1.043447 0.126 0.314 0.947
O -0.326886 0.307798 -2.480880 0.811 1.034 -2.297
O -0.657509 0.613941 0.948518 0.508 -0.845 -0.037
C 1.880401 4.249448 4.102899 -0.131 -0.456 0.194
C -3.965539 0.902100 2.271143 -0.057 0.419 0.485
C 1.556672 2.552188 -4.655443 0.671 -0.245 1.342
C -0.975713 -1.382368 6.203788 -0.363 -0.274 0.142
C 3.799042 -0.515795 1.136253 -0.186 -0.090 -0.248
C -0.752396 -3.807349 0.544761 0.297 -0.047 0.044
C -1.592170 -3.039636 -2.117009 0.086 -0.006 -0.238
C -2.827806 1.620862 2.679442 -0.117 0.314 -0.086
C 0.199892 2.190289 3.187234 0.693 -0.151 0.036
C 1.623155 -1.981006 -4.172356 -0.857 0.638 0.233
C 2.358750 -3.878404 -2.267830 -0.568 -0.083 0.913
C -2.116641 -2.899239 4.714544 0.256 0.485 0.369
C -1.174066 4.305094 -9.013385 0.042 -0.063 0.107
C 1.599538 -1.162794 2.744162 -0.193 0.132 -0.156
C 3.879787 -1.494500 -2.574040 -0.252 0.423 0.552
C 0.806384 2.505697 -5.833486 0.081 0.141 -0.084
C -2.567802 -1.642558 0.115636 -0.073 0.197 0.085
C 2.675452 -3.205403 1.214325 0.020 -0.281 -0.372
C 0.189499 3.448296 2.546074 -0.076 -0.205 0.442
C -0.940328 -0.418517 5.194914 0.229 -0.078 -0.233
C -1.374934 -0.725791 3.895392 0.152 0.338 0.206
C 1.970380 2.968416 4.665034 -0.254 0.135 -0.499
C -2.028800 -1.955511 3.679458 0.245 -0.001 -0.053
C -1.575888 -2.628888 5.983609 0.167 0.525 -0.746
C 0.080987 0.923668 -3.590864 -0.566 -0.829 1.658
C 1.226471 1.762876 -3.569461 0.891 1.025 -0.121
C -2.935446 2.829283 3.380260 -0.273 -0.336 0.078
C -0.602641 0.793310 -4.829610 -0.594 0.246 -1.064
C -0.257684 1.600574 -5.907217 -0.927 -0.957 0.188
C 0.006888 4.841912 -8.700738 -0.043 -0.067 0.087
C -4.198595 3.291254 3.749816 -0.097 -0.192 -0.193
C -5.223908 1.377511 2.655016 0.262 -0.066 -0.191
C 1.004902 4.476437 3.039763 -0.122 -0.132 -0.225
C -5.338685 2.561147 3.393412 0.352 0.067 0.079
C 1.159697 1.936642 4.179379 -0.110 0.276 0.316
H -1.423315 0.078079 -4.900512 0.140 0.293 -0.006
H -2.117894 4.738173 -8.657067 0.454 -0.165 -0.182
H -2.505344 -2.216764 2.737716 0.253 0.080 0.255
H 4.297174 -1.881809 -3.515736 -0.202 -0.027 0.290
H -2.605665 -3.855171 4.542004 -0.004 0.248 -0.067
H -6.115411 0.805023 2.391745 0.254 0.259 0.032
H 1.824976 1.797843 -2.654906 -0.227 0.102 -0.300
H 0.611201 -1.632795 2.852205 0.389 0.149 0.061
H 2.421180 3.211071 -4.571942 -0.246 -0.138 -0.102
H 3.211823 -4.105990 -1.614429 -0.339 0.060 -0.157
H 4.480059 -1.850233 -1.723105 -0.167 0.158 -0.330
H -6.319441 2.915671 3.703813 0.196 -0.110 -0.079
H -3.874733 -0.014633 1.689365 -0.121 0.240 0.283
H -1.978652 -2.215874 -2.732825 0.096 -0.193 0.134
H 3.753338 -3.275856 1.412197 -0.272 -0.105 -0.065
H 2.115663 0.493941 -0.993199 0.403 -0.313 -0.559
H 3.877994 -0.395511 -2.589348 0.183 -0.351 -0.032
H -2.815147 -0.710936 -0.412712 0.031 -0.247 0.113
H -0.568773 0.576578 5.435080 0.006 -0.333 -0.035
H 4.431985 -0.751613 0.268155 -0.104 0.162 0.365
H -1.633904 -3.364543 6.779710 0.041 0.096 -0.142
H 1.519170 -0.076159 2.891702 0.029 -0.482 0.019
H 2.553168 -4.287358 -3.269626 -0.086 0.279 0.280
H 1.932732 -1.020194 -4.604503 -0.164 -0.239 0.066
H 2.647926 2.767998 5.489268 -0.011 0.047 -0.184
H 1.278023 0.941152 4.607645 -0.138 0.388 0.022
H -0.820913 1.547280 -6.838312 0.060 -0.100 0.260
H -0.482838 -3.495055 1.564020 -0.051 -0.015 -0.284
H -1.659646 -4.425846 0.609320 0.180 0.269 -0.162
H -0.471385 3.632250 1.699145 0.028 0.046 0.280
H 4.313740 -0.768618 2.074833 -0.060 0.073 -0.339
H 2.129484 -3.632578 2.067610 0.180 0.066 -0.328
H 2.279178 -1.585543 3.496043 -0.086 0.120 -0.204
H 0.062434 -4.432239 0.153320 -0.218 0.134 0.128
H -0.778406 -3.528885 -2.667175 -0.229 0.010 0.097
H 2.100897 -2.808311 -4.718408 -0.079 0.311 0.295
H -2.429706 -1.400395 1.175978 0.004 -0.013 -0.545
H 0.084209 5.743751 -8.079443 -0.061 -0.382 -0.305
H 0.933220 5.475664 2.601640 0.074 -0.409 0.063
H -0.542946 -1.153111 7.180205 -0.274 0.013 -0.289
H -2.038532 3.376365 3.665936 -0.353 -0.097 0.059
H 3.561469 0.558920 1.120344 0.185 -0.295 0.021
H 1.441270 -4.335023 -1.864708 0.412 -0.122 -0.157
H 1.059653 3.150569 -6.674940 -0.179 -0.179 0.131
H 0.530841 -2.083208 -4.230894 0.275 0.020 -0.269
H -4.272623 4.205105 4.336618 -0.113 -0.186 -0.200
H -2.404762 -3.760827 -1.949131 0.278 0.165 -0.021
H -1.252754 3.421166 -9.660065 0.057 0.427 0.253
H 2.492712 5.058146 4.502805 -0.203 -0.195 -0.158
H 0.947973 4.424161 -9.082007 -0.410 0.194 0.090
H -3.411131 -2.340296 0.022940 0.273 0.045 -0.072
H 2.419443 -3.767470 0.306056 0.215 0.027 0.470
```
Positions in Å, forces in eV/Å.

Output
Net charge ... +3
Kohn-Sham gap (spin up / spin down) ... 0.1208 / 0.1602 hartree
E_LUMO (spin up / spin down) ... -12.005 / -10.922 eV



[3]
ORCA calculation (ωB97M-V/def2-TZVPD) on 2 unconnected molecules or ions with the total composition C14H14BBrN3O10P in a non-equilibrium geometry.

```
44
Properties=species:S:1:pos:R:3:forces:R:3
Br 5.117631 -2.036047 -1.228213 0.040 0.099 -0.063
P 0.141056 3.102494 0.455754 -0.024 0.433 -1.256
O -4.765627 0.226494 -0.744248 0.017 0.042 -0.032
O -4.259964 -1.615424 0.454324 -0.155 -0.084 -0.044
O -6.124854 -1.569202 -0.763415 0.041 -0.023 0.060
O 1.281950 3.332337 1.548644 0.059 -0.187 0.162
O 5.419590 2.293672 -1.240712 -0.502 0.010 0.444
O 2.629787 2.447924 -0.695303 -0.175 1.114 0.142
O -1.453573 -4.442801 -0.482545 0.138 0.022 -0.189
O -1.233496 3.491137 1.230824 0.346 -0.184 0.242
O 2.232748 -2.531320 -1.753672 -0.177 -0.579 -0.300
O -0.035122 -2.854213 -0.503412 0.226 -0.158 0.377
N -1.355939 -3.324097 -0.771867 -0.313 0.020 0.063
N 0.293809 3.936221 -0.837302 -0.040 0.004 0.397
N -2.250144 1.038450 1.065271 0.195 -0.598 0.246
C 2.335015 -1.497894 -1.154536 0.152 0.144 -0.042
C 0.105119 1.284712 0.203266 0.060 -0.309 0.470
C 1.229438 0.588049 -0.309532 -0.538 -0.144 0.291
C 0.004075 -1.503910 -0.288350 -0.228 0.527 -0.352
C 1.168438 -0.783176 -0.571803 0.047 -0.161 0.015
C -5.000851 -2.782251 0.826442 -0.012 -0.129 0.083
C 6.285924 0.655505 0.479585 -0.229 -0.119 -0.079
C -5.026121 -0.874697 -0.387110 0.055 0.009 0.006
C 2.536844 1.264838 -0.586219 0.147 -0.916 -0.064
C -1.081387 -0.843888 0.249566 0.285 -0.029 -0.046
C 3.667526 -0.863367 -0.974866 -0.233 0.113 0.225
C -1.047541 0.521573 0.505813 -0.074 0.304 -0.253
C 3.776817 0.433242 -0.700849 0.691 -0.159 -0.170
C -5.975089 -2.922911 -0.324310 -0.045 -0.162 -0.011
B 5.177177 1.164553 -0.517134 0.215 0.179 -0.021
H 5.988796 2.874033 -0.723925 0.408 0.022 -0.452
H -0.498209 4.547211 -0.991950 0.023 0.019 -0.234
H -5.499360 -2.592283 1.778417 -0.023 0.028 -0.023
H 1.456824 2.542661 2.074661 0.029 0.072 0.099
H 5.973353 -0.159032 1.124836 -0.030 0.002 0.214
H -5.568664 -3.515557 -1.145542 0.037 0.022 0.007
H -1.977454 -1.381576 0.498183 -0.156 0.036 0.134
H -2.081263 1.630358 1.859944 -0.036 0.323 -0.167
H -1.307476 4.446405 1.103051 -0.194 0.057 0.161
H 7.111854 0.269828 -0.118731 0.086 -0.044 -0.136
H 6.708054 1.467948 1.068830 -0.034 0.110 0.187
H -6.935422 -3.335226 -0.026873 -0.072 0.158 -0.036
H -4.337735 -3.637241 0.933779 0.129 0.103 -0.053
H -2.826533 1.506468 0.381231 -0.133 0.009 -0.002
```
Positions in Å, forces in eV/Å.

Output
SMILES ... CB(O)C1=C(Br)C(=O)c2c(ON=O)cc(N)c(P(=N)(O)O)c2C1=O.O=C1OCCO1
Net charge ... 0
Kohn-Sham gap ... 0.2826 hartree
E_LUMO ... -1.185 eV
ΔE to the lowest compared entry with this formula, charge and spin ... 0.00 kcal per mole



[4]
ORCA calculation (ωB97M-V/def2-TZVPD) on a molecular structure, C4H12AlF3O2 in a non-equilibrium geometry.

```
22
Properties=species:S:1:pos:R:3:forces:R:3
Al 0.835875 -1.416023 0.143171 -0.650 0.247 0.509
F -1.492805 -0.370393 -1.427189 1.034 0.293 0.057
F 2.746625 -1.064133 2.373681 -0.182 -0.032 -0.218
F 3.090985 -3.366613 0.134071 0.011 -0.012 0.004
O -1.429495 -1.090613 1.973631 0.942 0.212 0.241
O 0.805335 0.830907 -2.125389 0.531 0.482 0.796
C -1.001385 -0.775273 3.331731 -0.146 -0.459 0.820
C 1.547435 0.892377 -4.368479 0.096 -0.598 -2.060
C 0.750935 1.600577 -3.317089 -0.586 0.370 -0.033
C -1.968145 0.036457 4.178881 -1.220 -0.416 -0.405
H -0.953865 -1.721853 3.870091 0.087 -0.295 -0.379
H 2.369425 0.242557 -4.068209 -0.084 0.308 0.433
H 0.008075 0.299147 -2.068769 -1.098 -0.745 -0.182
H 1.932985 1.620107 -5.082529 0.267 0.205 0.219
H 0.881755 0.306557 -5.002349 -0.023 -0.391 0.231
H 1.114025 2.623317 -3.215739 0.111 -0.214 0.817
H -0.296765 1.645917 -3.614369 0.007 0.143 -0.131
H 0.021315 -0.399213 3.359241 -0.014 0.388 -0.382
H -2.944355 -0.442793 4.105271 -0.195 -0.246 -0.255
H -2.195335 1.068857 3.913141 0.701 0.138 0.031
H -1.782555 -0.101873 5.244021 0.580 0.438 -0.086
H -2.040065 -0.417993 1.663171 -0.168 0.182 -0.028
```
Positions in Å, forces in eV/Å.

Output
<S²> ... 1.77
Net charge ... +1
Multiplicity ... 2
Kohn-Sham gap (spin up / spin down) ... 0.2124 / 0.1947 hartree
E_LUMO (spin up / spin down) ... -8.458 / -8.929 eV



The lowest net charge belongs to which entry?
C14H14BBrN3O10P



The highest net charge belongs to which entry?
C35H52AsO2P3Sc



Number 2 is which compound?
C35H52AsO2P3Sc